(1)
A cluster of 2 separate species, C21H39B2ClF3N4O4 in total in a non-equilibrium geometry, computed with ωB97M-V/def2-TZVPD.

Properties
E_HOMO (eV): -9.64
Calculated total energy (eV): -58579.21851
Kohn-Sham gap (eV): 5.04
Maximum force (eV Å⁻¹): 5.10

ORCA input file:
```
! RIJCOSX wB97M-V def2-TZVPD def2/J DEFGRID3
* xyz 1 1
C -4.4848 -0.0869 -0.7323
C -5.3855 -0.5737 0.5190
O -4.6728 -0.5048 1.7998
B -4.1142 -1.7820 2.1489
O -4.6172 -2.5591 3.2643
C -2.9084 -2.4105 1.2584
C -3.2435 -3.7236 0.4643
C -2.0826 -4.3510 -0.3649
B -2.4311 -5.7506 -1.1544
N -2.5809 -5.6723 -2.6394
O -2.5657 -7.0122 -0.4373
C -0.6627 -3.6745 -0.4062
C 0.4360 -4.4287 -1.2759
C 0.9621 -5.6773 -0.3613
N 2.1606 -6.1835 -0.5440
N -0.4191 -2.4501 0.3610
C 0.9744 -1.8972 0.2868
C 1.2123 -1.1180 -1.1243
C 2.6824 -1.4156 -1.7496
Cl 1.1473 0.7245 -0.8771
C -1.4677 -1.7999 1.1508
C -1.1729 -0.4223 1.9531
C -0.3932 -0.6877 3.3336
O 0.4731 0.4798 3.5342
C -1.3334 -0.7580 4.6262
F -1.9909 -2.0113 4.6528
F -0.4598 -0.7512 5.7703
F -2.1834 0.3550 4.7797
H -4.0936 -1.0004 -1.3252
H -3.5623 0.5140 -0.4158
H -5.1114 0.5321 -1.4810
H -6.2598 0.1756 0.5971
H -5.8591 -1.5927 0.3143
H -5.5002 -2.1875 3.5049
H -4.2740 -4.2231 0.4800
H -3.4308 -5.1057 -2.8373
H -2.7993 -6.5988 -3.0459
H -3.4605 -6.9450 -0.0132
H 1.3694 -3.8197 -1.5162
H 0.0392 -4.8115 -2.2938
H 0.2749 -6.0808 0.4709
H 2.6010 -5.6557 -1.3265
H 1.2412 -1.1933 1.1412
H 1.7805 -2.7273 0.3041
H 0.4146 -1.4791 -1.8715
H 2.6024 -2.1104 -2.6502
H 3.1159 -0.4094 -2.1077
H 3.3893 -1.8012 -0.9411
H -2.0882 0.2504 2.0364
H -0.4252 0.1476 1.2759
H 0.3400 -1.5800 3.2678
H 1.3993 0.1826 3.6655
C 4.1499 3.3885 -1.4265
C 3.8498 4.8119 -1.8826
N 2.5028 5.2744 -1.5624
C 2.1668 6.5450 -2.2051
C 2.9617 7.7833 -1.7911
C 2.1013 5.1643 -0.1629
C 2.9397 5.9159 0.8706
H 3.4487 2.6761 -1.8714
H 5.1592 3.1060 -1.7388
H 4.1095 3.2866 -0.3393
H 3.9796 4.8319 -2.9699
H 4.6155 5.4765 -1.4638
H 1.1001 6.7489 -2.0638
H 2.2850 6.4158 -3.2878
H 2.6375 8.1642 -0.8218
H 2.7936 8.5869 -2.5149
H 4.0371 7.6007 -1.7543
H 2.0891 4.1045 0.1115
H 1.0550 5.4759 -0.0607
H 4.0118 5.8334 0.6820
H 2.7530 5.5001 1.8663
H 2.6724 6.9712 0.9176
*
```


(2)
A cluster of 4 separate species, C21H39BBrN6O15S3 in total in a non-equilibrium geometry, computed with ωB97M-V/def2-TZVPD.

Properties
E_HOMO (eV): -11.01
Calculated total energy (eV): -165276.41366
Kohn-Sham gap (eV): 7.81
Maximum force (eV Å⁻¹): 2.77

ORCA input file:
```
! RIJCOSX wB97M-V def2-TZVPD def2/J DEFGRID3
* xyz 1 1
C -0.7997 5.2861 1.2764
C -1.4348 4.8067 0.3827
C -2.1922 3.9640 -0.5872
N -2.0332 2.5394 -0.2977
C -3.0134 1.7812 0.0504
C -4.4656 2.1979 0.1934
O -4.8763 2.6015 -1.1019
C -6.2772 2.4061 -1.3455
C -6.9468 3.7495 -1.6816
C -2.4788 0.3627 0.2906
B -3.4993 -0.8688 0.2771
O -3.2774 -1.9077 -0.6491
N -4.5941 -0.9357 1.2101
C -4.1328 -1.1760 2.6019
C -5.6518 -1.8806 0.8039
C -1.3345 0.4032 -0.7464
N -1.8560 0.3663 -2.1174
C -1.4411 -0.6046 -2.7444
O -1.0316 -1.4447 -3.4231
C -0.7368 1.7802 -0.3857
Br 0.1402 1.8748 1.3755
C 0.2204 2.4479 -1.3761
C 1.6294 1.8070 -1.5057
N 2.6725 2.5808 -0.8392
N 1.9554 1.8648 -2.9558
N 1.6966 0.3846 -1.0977
H -0.3507 5.5535 2.2136
H -3.2299 4.3021 -0.5458
H -1.8225 4.2101 -1.5911
H -4.4761 3.1034 0.8343
H -5.0792 1.4152 0.6477
H -6.8118 1.8960 -0.5359
H -6.3465 1.7910 -2.2573
H -6.4871 4.2466 -2.5400
H -8.0164 3.6047 -1.8764
H -6.8507 4.3839 -0.7864
H -2.1904 0.4244 1.3619
H -2.7603 -2.5714 -0.1691
H -4.9162 -1.5409 3.2702
H -3.8315 -0.1927 3.0063
H -3.2227 -1.7935 2.6462
H -5.8631 -1.7180 -0.2597
H -5.4220 -2.9344 1.0177
H -6.5740 -1.6098 1.3403
H -0.5961 -0.3825 -0.5498
H -0.2644 2.4373 -2.3658
H 0.3829 3.5073 -1.1394
H 3.5148 2.4285 -1.3890
H 2.8949 2.1785 0.0670
H 2.8247 1.3704 -3.1316
H 1.2048 1.3510 -3.4120
H 2.5519 0.1363 -0.6098
H 1.5183 -0.2404 -1.8719
C 6.0304 -0.9878 2.7848
C 5.2771 -2.0873 2.0743
O 4.0637 -1.4569 1.6300
S 4.3574 0.0824 1.2867
O 4.5607 0.2101 -0.1153
O 3.4146 0.8863 1.9848
O 5.7761 0.1921 2.0087
H 5.6400 -0.8221 3.7909
H 7.0975 -1.1847 2.8384
H 5.0575 -2.9309 2.7234
H 5.8198 -2.4362 1.1956
C 8.6422 -0.0703 -3.1274
C 9.6474 0.2983 -2.0573
O 8.8506 0.7585 -0.9587
S 7.4580 -0.0424 -0.9365
O 7.5671 -1.1116 -0.0030
O 6.3913 0.8864 -0.8888
O 7.5480 -0.6624 -2.4133
H 8.2712 0.8142 -3.6489
H 9.0471 -0.7728 -3.8512
H 10.3372 1.0731 -2.3803
H 10.2126 -0.5753 -1.7254
C -3.2599 -5.4198 1.2816
C -1.7727 -5.6926 1.1888
O -1.2220 -5.0969 2.3705
S -2.2922 -5.2012 3.5681
O -1.9775 -6.3285 4.3619
O -2.4748 -3.9059 4.1189
O -3.5745 -5.5667 2.6667
H -3.4975 -4.3938 0.9845
H -3.8473 -6.1120 0.6839
H -1.3224 -5.2616 0.2977
H -1.5628 -6.7635 1.2184
*
```


(3)
A structure of composition C21H39BN6PtSi4Te in a non-equilibrium geometry, computed with ωB97M-V/def2-TZVPD.

Properties
E_HOMO (eV): -7.10
Calculated total energy (eV): -74080.83752
Kohn-Sham gap (eV): 5.55
Maximum force (eV Å⁻¹): 3.28
Energy above the lowest of the compared OMol25 structures with the same formula, charge and spin (kcal per mole): 31.2

ORCA input file:
```
! RIJCOSX wB97M-V def2-TZVPD def2/J DEFGRID3
* xyz 0 1
Pt -2.4177 -0.4221 1.2713
B -4.7075 -3.1633 1.9700
N -4.9988 -1.7176 2.4355
C -6.1186 -1.4476 3.1113
C -6.1490 -0.0960 3.4041
C -4.9769 0.3984 2.8544
N -4.2968 -0.5981 2.2749
N -3.3755 -3.3295 1.1967
C -3.0173 -4.5272 0.7272
C -1.8025 -4.4104 0.0766
C -1.4816 -3.0707 0.2015
N -2.4445 -2.4344 0.8802
H -5.5924 -3.4886 1.2333
H -4.6471 -3.8491 2.9483
H -6.8229 -2.2210 3.3426
H -6.9060 0.4425 3.9366
H -4.6244 1.4102 2.8627
H -3.6371 -5.3863 0.8794
H -1.2420 -5.1806 -0.4125
H -0.6162 -2.5480 -0.1622
C 3.7670 0.8818 1.8858
Si 3.7205 -0.4502 0.5162
C 5.4460 -0.4952 -0.3114
C 3.4171 -2.1494 1.3366
Si 2.0438 0.0716 -1.1090
Te -0.4575 0.2433 -0.3392
Si 1.9818 -1.5371 -2.8929
C 2.0074 -3.3364 -2.2479
C 0.4572 -1.3235 -4.0217
C 3.5461 -1.3099 -3.9632
Si 2.2060 2.3111 -1.9420
C 1.8818 3.5482 -0.5237
C 0.8870 2.6192 -3.2889
C 3.9267 2.6687 -2.6867
H 4.4427 0.6137 2.6933
H 2.7819 1.0249 2.3184
H 4.0962 1.8380 1.4919
H 6.2295 -0.6799 0.4184
H 5.6779 0.4442 -0.8026
H 5.5111 -1.2795 -1.0585
H 4.1356 -2.3543 2.1256
H 3.4913 -2.9545 0.6130
H 2.4266 -2.1941 1.7778
H 1.1904 -3.5318 -1.5616
H 2.9365 -3.5512 -1.7299
H 1.9209 -4.0464 -3.0661
H -0.4648 -1.3984 -3.4534
H 0.4269 -2.0807 -4.8006
H 0.4657 -0.3537 -4.5080
H 4.4493 -1.4286 -3.3742
H 3.5774 -0.3275 -4.4216
H 3.5791 -2.0447 -4.7623
H 0.9180 3.3527 -0.0620
H 1.8729 4.5752 -0.8775
H 2.6378 3.4760 0.2510
H -0.0948 2.3219 -2.9324
H 1.0969 2.0554 -4.1920
H 0.8332 3.6690 -3.5628
H 4.7098 2.5640 -1.9441
H 3.9778 3.6811 -3.0744
H 4.1553 1.9937 -3.5038
N -3.1197 6.6205 3.1585
C -2.9940 5.5142 2.8520
C -2.8222 4.1881 2.4745
C -2.1236 3.2678 3.2970
C -1.9021 1.9998 2.8523
N -2.3195 1.5581 1.6363
C -3.0408 2.4166 0.8671
C -3.3037 3.7008 1.2320
H -1.7489 3.5865 4.2566
H -1.3443 1.2805 3.4445
H -3.3703 2.0224 -0.0891
H -3.8480 4.3579 0.5727
*
```


(4)
A structure of composition C21H39BrCoN3O2PSe3Te, computed with ωB97M-V/def2-TZVPD.

Properties
E_HOMO (alpha / beta) (eV): -0.73 / -0.84
Calculated total energy (eV): -351270.73966
Kohn-Sham gap (alpha / beta) (eV): 4.94 / 5.05
Maximum force (eV Å⁻¹): 0.39
Energy above the lowest of the compared OMol25 structures with the same formula, charge and spin (kcal per mole): 0.0

ORCA input file:
```
! RIJCOSX wB97M-V def2-TZVPD def2/J DEFGRID3
* xyz -2 4
Co -0.2934 0.3407 0.1748
Se -1.9008 1.8041 1.6473
Se -3.5365 0.1147 1.9025
Te -2.6765 -1.4787 0.1172
Se -2.0636 -3.5718 1.3296
N 0.9497 -1.2788 -0.8064
C 1.4806 -2.2138 0.1852
C 1.5720 -1.5246 1.5351
N 0.2608 -0.9633 1.8573
H 0.5107 -1.7420 -1.5894
H 1.6245 -0.6291 -1.1892
H 2.4627 -2.6194 -0.0849
H 0.7763 -3.0438 0.2689
H 2.2737 -0.6895 1.4728
H 1.9325 -2.2408 2.2830
H 0.2678 -0.4173 2.7091
H -0.4411 -1.7039 1.9561
Br -0.7421 -1.1048 -5.6034
C -1.4453 0.6295 -5.2671
C -2.2013 1.2081 -6.2807
C -2.7584 2.4656 -6.0941
C -2.5727 3.1232 -4.8857
C -1.8326 2.5192 -3.8809
C -1.2393 1.2705 -4.0557
C -0.4022 0.7438 -2.8968
O 0.7474 0.3671 -3.1615
O -1.0162 0.7987 -1.7933
H -2.3563 0.6676 -7.2052
H -3.3491 2.9168 -6.8839
H -3.0206 4.0954 -4.7171
H -1.7157 2.9942 -2.9146
C 4.6564 1.4679 1.0001
C 4.0653 2.2945 -0.1552
C 5.0246 3.4504 -0.4667
C 4.0471 1.3366 -1.3596
P 2.2414 2.7097 0.2814
N 1.4076 1.4378 0.2584
C 1.6680 4.0177 -0.9746
C 2.2633 5.4266 -0.8643
C 1.9694 3.4811 -2.3846
C 0.1331 4.1140 -0.8831
C 2.2622 3.5504 2.0013
C 2.3026 2.4312 3.0579
C 0.9108 4.2500 2.2226
C 3.3678 4.5717 2.2984
H 5.5954 1.0149 0.6567
H 3.9793 0.6636 1.2963
H 4.8863 2.0646 1.8805
H 6.0352 3.0417 -0.6129
H 5.0872 4.1876 0.3335
H 4.7586 3.9713 -1.3864
H 5.0013 0.7951 -1.3954
H 3.9187 1.8475 -2.3118
H 3.2323 0.6190 -1.2573
H 3.3522 5.4381 -0.9255
H 1.9706 5.9392 0.0510
H 1.8869 6.0301 -1.7024
H 3.0260 3.5601 -2.6442
H 1.4136 4.0901 -3.1079
H 1.6494 2.4448 -2.5095
H -0.2092 4.7014 -0.0333
H -0.3329 3.1302 -0.8178
H -0.2296 4.6111 -1.7930
H 1.5932 1.6446 2.7939
H 2.0099 2.8528 4.0273
H 3.2914 1.9879 3.1720
H 0.0676 3.6034 1.9825
H 0.8164 5.1758 1.6578
H 0.8261 4.5047 3.2860
H 4.3621 4.1281 2.3327
H 3.1809 5.0129 3.2879
H 3.3899 5.3936 1.5809
*
```


(5)
A structure of composition C21H39BrGeNO5Zr in a non-equilibrium geometry, computed with ωB97M-V/def2-TZVPD.

Properties
E_HOMO (alpha / beta) (eV): -21.71 / -21.71
Calculated total energy (eV): -161937.37843
Kohn-Sham gap (alpha / beta) (eV): 8.31 / 5.45
Maximum force (eV Å⁻¹): 1.65
Energy above the lowest of the compared OMol25 structures with the same formula, charge and spin (kcal per mole): 0.5

ORCA input file:
```
! RIJCOSX wB97M-V def2-TZVPD def2/J DEFGRID3
* xyz 4 2
Zr -0.3642 -0.2103 0.0550
C 1.9484 1.8918 -3.2753
C 0.9686 2.3411 -2.2166
C -0.3618 2.7430 -2.8020
C 1.5584 3.3848 -1.2953
O 0.7197 1.0744 -1.3415
Ge 2.0108 -0.2044 -1.3145
O 0.5576 -1.4488 -1.2964
C 0.2888 -2.2218 -2.6246
C 1.6347 -2.2547 -3.3200
C -0.7658 -1.4369 -3.3702
C -0.1662 -3.6077 -2.2245
O 1.6443 -0.1716 0.5376
C 2.6543 -1.0555 1.3791
C 1.9071 -2.2842 1.8350
C 3.7608 -1.3749 0.3851
C 3.1289 -0.1656 2.4969
H 2.2185 2.6933 -3.9654
H 2.9193 1.6086 -2.8066
H 1.5528 1.0694 -3.8761
H -0.2285 3.6711 -3.3587
H -0.7449 1.9870 -3.4882
H -1.1005 2.9419 -2.0268
H 1.8694 4.2508 -1.8809
H 0.8355 3.7347 -0.5582
H 2.4442 3.0162 -0.7713
H 2.0003 -1.2301 -3.5382
H 2.3757 -2.8222 -2.7522
H 1.5650 -2.7154 -4.3087
H -0.3989 -0.4840 -3.7540
H -1.1197 -2.0242 -4.2197
H -1.6469 -1.2597 -2.7411
H 0.4634 -4.0319 -1.4428
H -1.2096 -3.6203 -1.9070
H -0.0987 -4.2660 -3.0924
H 1.4179 -2.8068 1.0080
H 2.6243 -2.9852 2.2674
H 1.1848 -2.0470 2.6172
H 3.4020 -2.0466 -0.4203
H 4.2487 -0.4610 0.0130
H 4.5781 -1.9541 0.8298
H 2.3123 0.0858 3.1737
H 3.8730 -0.7116 3.0815
H 3.5953 0.7475 2.1299
O -2.8265 -1.7147 5.6650
C -2.2184 -1.2736 4.6075
C -1.2540 -0.2405 4.5916
C -0.6854 0.1270 3.4036
N -1.0131 -0.4567 2.2166
C -1.9308 -1.4378 2.2789
Br -2.2401 -2.2120 0.5381
C -2.5676 -1.9001 3.3811
H -2.5797 -1.2825 6.5011
H -0.9606 0.2609 5.5055
H 0.0540 0.9175 3.3680
H -3.2977 -2.6992 3.3611
C -4.0342 1.8806 0.8775
C -2.8878 2.6005 1.6308
C -1.6743 2.4525 0.7367
O -1.9298 1.2022 -0.0315
C -3.4069 1.2553 -0.3565
H -4.8166 2.5747 0.5764
H -4.4954 1.1227 1.5068
H -2.7184 2.1473 2.6062
H -3.1024 3.6556 1.7908
H -0.7117 2.3312 1.2530
H -1.5762 3.2472 -0.0014
H -3.7089 0.2343 -0.5738
H -3.4749 1.8690 -1.2528
*
```


(6)
A cluster of 8 separate species, C21H39Cl21N5OP2S2 in total in a non-equilibrium geometry, computed with ωB97M-V/def2-TZVPD.

Properties
E_HOMO (eV): -9.97
Calculated total energy (eV): -335120.40124
Kohn-Sham gap (eV): 7.12
Maximum force (eV Å⁻¹): 2.98

ORCA input file:
```
! RIJCOSX wB97M-V def2-TZVPD def2/J DEFGRID3
* xyz 1 1
C -1.4774 -3.8765 2.6060
C -1.8418 -4.6728 1.3509
N -1.6329 -3.8940 0.1082
C -0.4342 -4.2883 -0.6553
C 0.6658 -3.2441 -0.4449
C -2.8083 -3.9298 -0.6762
S -3.2570 -5.1047 -1.6929
S -3.8633 -2.5448 -0.4499
C -2.7210 -1.2047 0.0441
C -3.5999 0.0224 0.3303
C -3.2891 0.8138 1.6162
C -2.3411 2.0160 1.5079
P -2.4658 2.9588 -0.1421
N -3.4478 4.3171 0.2408
O -0.9553 3.6097 -0.3932
C -2.7937 2.9450 2.6913
N -1.6057 3.6378 3.1975
C -0.5485 2.8926 2.7314
N 0.6801 3.2448 3.1537
N -0.9015 1.9127 1.9207
P 0.1058 0.5338 1.3670
C 0.8818 1.0978 -0.1855
C 1.5442 0.4379 2.5205
C 2.5337 -0.6485 2.1088
H -2.3424 -3.2999 2.9285
H -1.2282 -4.5544 3.4187
H -0.6541 -3.1943 2.4151
H -1.3215 -5.6281 1.3160
H -2.8992 -4.9167 1.4217
H -0.0402 -5.2472 -0.3267
H -0.6602 -4.3290 -1.7126
H 1.6442 -3.6612 -0.6623
H 0.6403 -2.8603 0.5686
H 0.5352 -2.3986 -1.1223
H -2.1330 -1.5120 0.8966
H -2.0712 -1.0438 -0.8085
H -4.6272 -0.3215 0.4315
H -3.5602 0.6758 -0.5342
H -4.2528 1.2321 1.9124
H -3.0039 0.1559 2.4359
H -3.4566 4.8683 -0.6135
H -2.9869 4.9198 0.9240
H -0.7040 4.1883 0.3375
H -3.0317 2.2333 3.4892
H -3.7132 3.5041 2.5875
H -1.5126 4.6020 2.9021
H 1.4758 3.3353 2.5498
H 0.8230 3.3439 4.1408
H 1.6295 0.3658 -0.4762
H 1.3887 2.0518 -0.0394
H 0.1521 1.1626 -0.9831
H 1.1876 0.3307 3.5416
H 2.0670 1.3890 2.4792
H 2.2314 -1.6214 2.4774
H 3.4895 -0.4126 2.5718
H 2.7101 -0.6888 1.0403
C -6.8507 0.1616 3.4938
Cl -5.8755 1.5895 3.8961
Cl -5.8118 -1.2173 3.1270
Cl -7.9654 -0.2129 4.7960
H -7.4257 0.3935 2.6075
C -1.2732 -0.1404 -3.9709
Cl -0.4199 -1.2572 -2.8951
Cl -2.9958 -0.5036 -4.0021
Cl -0.9770 1.5329 -3.4946
H -0.8741 -0.2747 -4.9683
C 2.5526 -5.8328 -3.3994
Cl 4.2567 -5.6057 -3.7803
Cl 2.3611 -6.6823 -1.8650
Cl 1.7084 -4.2806 -3.3649
H 2.1087 -6.4381 -4.1777
C 2.4221 3.4957 -4.6519
Cl 1.3721 3.6353 -3.2370
Cl 4.1129 3.6835 -4.1910
Cl 2.1667 1.9575 -5.4754
H 2.1683 4.2931 -5.3368
C 5.0079 2.6859 3.6261
Cl 5.8204 1.2402 4.1944
Cl 4.5454 2.5357 1.9278
Cl 3.5841 3.0363 4.6265
H 5.6846 3.5248 3.7152
C 8.3695 3.2475 0.2013
Cl 7.7542 3.4723 1.8466
Cl 10.1256 3.2216 0.1920
Cl 7.7062 1.7751 -0.5058
H 8.0377 4.0870 -0.3939
C 1.1763 -1.1650 -8.3537
Cl 0.1479 -1.0630 -6.9123
Cl 2.8693 -0.9585 -7.9155
Cl 0.9159 -2.6870 -9.1920
H 0.8964 -0.3576 -9.0164
*
```